Entry 1:
A 15-piece molecular cluster, C45H76O45 overall in a non-equilibrium geometry. Source: OMol25; level of theory: ωB97M-V with the def2-TZVPD basis set.

The geometry in XYZ format:
```
166
Properties=species:S:1:pos:R:3:mulliken_charge:R:1
C 0.86902 2.67453 -2.69419 1.183
C 2.21950 2.62151 -3.35969 -0.104
O 3.03569 3.40082 -2.44127 -0.303
C 2.22124 4.22246 -1.76407 0.365
O 2.58120 5.08713 -1.02993 -0.552
O 0.93098 3.94205 -2.04589 -0.337
H 0.82099 1.89843 -1.92869 -1.255
H 0.09695 2.58774 -3.45420 0.449
H 2.27452 3.05249 -4.35946 0.280
H 2.67719 1.63442 -3.40843 -0.020
C -3.56608 0.89105 -2.53150 1.168
C -3.64704 -0.22848 -1.46541 2.078
O -4.89800 -0.82294 -1.89345 -0.590
C -5.51082 -0.15856 -2.89211 0.488
O -6.63760 -0.35200 -3.22966 -0.645
O -4.68922 0.76416 -3.37134 -0.415
H -2.69967 0.74267 -3.17719 0.259
H -3.46272 1.84257 -2.01750 -1.027
H -3.83444 0.15931 -0.46773 -0.606
H -2.76893 -0.86394 -1.51042 -0.781
C -4.72397 3.00286 2.56815 0.347
C -4.94963 4.31263 1.86323 -0.282
O -5.29087 3.93757 0.54462 -0.300
C -5.70228 2.63401 0.55226 0.627
O -6.14629 2.05296 -0.37777 -0.542
O -5.58941 2.12438 1.80129 -0.309
H -5.02314 2.92375 3.60956 0.356
H -3.71794 2.59649 2.44784 -0.333
H -4.04079 4.91041 1.95613 0.213
H -5.73726 4.91320 2.32290 0.250
C 3.55809 0.72785 -0.72629 0.605
C 3.78163 -0.50116 0.16150 1.975
O 5.16213 -0.74898 -0.05459 -0.575
C 5.72250 0.15848 -0.92027 0.548
O 6.87646 0.24109 -1.20391 -0.621
O 4.74473 0.82723 -1.50770 -0.576
H 3.64809 1.66568 -0.16617 0.185
H 2.56977 0.80585 -1.17479 -0.576
H 3.12306 -1.25347 -0.27336 -0.623
H 3.52860 -0.36222 1.20801 -0.590
C 5.13599 -2.15945 -4.46673 -0.819
C 4.60296 -2.81421 -3.21225 -0.091
O 3.53102 -1.92999 -2.89061 0.436
C 3.35265 -0.97956 -3.83418 0.116
O 2.55990 -0.08274 -3.76782 -0.614
O 4.11862 -1.25750 -4.88791 -0.456
H 5.44243 -2.85831 -5.24227 0.370
H 6.03189 -1.57932 -4.22415 0.342
H 5.33925 -2.81079 -2.41677 0.205
H 4.22934 -3.79251 -3.50952 0.299
C -2.71049 5.53203 -3.34849 -0.480
C -3.34078 4.22974 -2.87999 -0.590
O -2.81156 4.06361 -1.56973 0.348
C -2.53088 5.29004 -1.08139 0.249
O -2.21874 5.50846 0.04878 -0.499
O -2.48419 6.18346 -2.09007 -0.397
H -3.41401 6.14726 -3.90487 0.337
H -1.79785 5.38787 -3.92647 0.224
H -3.24378 3.41016 -3.58692 0.359
H -4.41723 4.34746 -2.71806 0.429
C 2.10634 3.36390 3.44937 0.834
C 2.10203 4.03550 2.08440 0.568
O 3.29403 3.49363 1.49094 -0.250
C 3.92329 2.69337 2.33508 0.474
O 4.85065 1.98284 2.05897 -0.585
O 3.39251 2.78878 3.56618 -0.350
H 1.27848 2.68021 3.62196 -0.627
H 1.98274 4.19050 4.15267 0.311
H 2.17420 5.11493 2.20246 0.392
H 1.22851 3.82245 1.47528 -0.594
C 0.41700 -3.94619 4.36125 0.099
O 1.79317 -3.88395 4.02730 -0.414
C 2.31804 -2.79410 3.50029 0.069
O 1.81334 -1.99448 2.74712 0.266
O 3.57455 -2.67537 3.93078 -0.466
C 4.40545 -1.62142 3.48248 -0.401
H 0.25301 -3.64769 5.39841 0.266
H 0.06633 -4.96276 4.20428 0.293
H -0.16507 -3.24065 3.77227 -0.409
H 3.83665 -0.70247 3.31068 -0.075
H 4.87785 -1.80713 2.51681 0.226
H 5.13518 -1.37454 4.24725 0.463
C -6.13045 -2.97592 -5.48423 -0.602
O -5.62369 -3.72483 -4.39374 -0.381
C -4.46517 -3.36716 -3.86895 0.785
O -3.79366 -2.41201 -4.16495 -0.431
O -4.20194 -4.20781 -2.87564 -0.438
C -3.27850 -3.93935 -1.87226 0.086
H -6.43519 -1.97136 -5.18701 0.201
H -6.98099 -3.48286 -5.92714 0.285
H -5.38343 -2.81138 -6.26341 0.280
H -3.66423 -3.13108 -1.24067 0.052
H -2.27293 -3.60788 -2.15209 -0.091
H -3.16214 -4.83180 -1.26024 0.404
C 3.44301 -4.60873 -0.52252 -0.501
O 4.52789 -4.95864 -1.36473 -0.133
C 5.50281 -5.62332 -0.74107 0.672
O 5.37016 -6.29372 0.24455 -0.575
O 6.61103 -5.50887 -1.45613 -0.275
C 7.76260 -6.23011 -1.06241 -0.698
H 3.73829 -4.12147 0.41257 0.297
H 2.95928 -5.52609 -0.18069 0.492
H 2.74718 -3.92196 -0.99610 -0.109
H 7.59858 -7.30551 -0.94720 0.299
H 8.03535 -6.06469 -0.01240 0.306
H 8.56985 -5.92002 -1.71064 0.237
C -0.96619 2.37862 0.54592 -0.141
O -0.00047 1.31389 0.68310 1.336
C -0.08192 0.35117 -0.24029 0.136
O -0.56161 0.53106 -1.33966 0.230
O 0.58638 -0.68833 0.19805 1.200
C 0.72984 -1.82028 -0.65251 -0.748
H -0.70138 3.07651 1.33109 -0.211
H -2.01413 2.07824 0.51490 -0.269
H -0.80519 2.83630 -0.43225 -0.231
H 1.31681 -2.48783 -0.02120 0.090
H 1.41210 -1.46239 -1.42747 0.234
H -0.19008 -2.28619 -0.99062 -0.728
C -1.46455 6.61940 4.47823 -0.634
O -2.12821 5.43355 4.95046 -0.429
C -1.75608 4.25881 4.45919 0.508
O -0.89707 4.08062 3.65413 -0.170
O -2.52608 3.27831 4.96213 0.117
C -3.28916 3.54006 6.13097 -0.898
H -1.92028 6.85599 3.51852 0.256
H -0.39560 6.42354 4.44242 0.245
H -1.67612 7.41762 5.18355 0.251
H -3.53871 2.55513 6.53728 0.273
H -4.22606 4.01335 5.83968 0.294
H -2.79628 3.99225 6.98982 0.367
C -4.96345 -0.77071 2.48780 -0.729
O -3.97367 -1.27856 1.60956 -0.031
C -3.06236 -2.09793 2.11969 0.623
O -2.89285 -2.23913 3.30025 -0.681
O -2.39732 -2.64363 1.10186 0.099
C -1.25074 -3.40054 1.42155 -0.753
H -5.72607 -0.32177 1.86028 0.207
H -4.54300 -0.03604 3.17236 0.085
H -5.48484 -1.53195 3.06911 0.427
H -0.94887 -3.96187 0.53792 0.262
H -1.41409 -4.16867 2.17987 0.543
H -0.33926 -2.91108 1.77029 -0.096
C -0.90937 -1.60171 -3.84819 -0.423
O 0.08573 -2.60133 -4.17257 -0.242
C 0.60599 -2.57133 -5.38990 0.785
O 0.45012 -1.79322 -6.27998 -0.604
O 1.33323 -3.69841 -5.44848 -0.386
C 2.30291 -3.85405 -6.46464 -0.501
H -1.65953 -1.40400 -4.60594 0.743
H -0.31073 -0.68573 -3.82803 0.394
H -1.31758 -1.71552 -2.85477 -0.576
H 3.28059 -3.58357 -6.06297 0.002
H 2.13411 -3.29925 -7.38659 0.348
H 2.32264 -4.91102 -6.72662 0.281
C -1.34522 0.61157 3.79760 -0.441
O -0.05741 1.00089 4.22691 0.375
C 0.55570 0.27821 5.16339 0.257
O 0.03744 -0.51251 5.91448 -0.646
O 1.84299 0.56057 5.19493 -0.180
C 2.69618 -0.25823 5.99108 -0.790
H -2.04681 0.95035 4.56518 0.276
H -1.43552 -0.46996 3.72176 0.333
H -1.66339 1.12920 2.89593 -0.289
H 3.72075 -0.05374 5.70821 0.196
H 2.41923 -1.30809 5.91458 0.269
H 2.53177 -0.00516 7.04053 0.355
```

Output
Highest occupied orbital energy, Eh: -0.38390
Molecular weight, g/mol: 1337.06
LUMO level, eV: 0.16
Energy above the lowest of the compared OMol25 structures with the same formula, charge and spin, kcal per mole: 0.0
2S+1: 1

---

Entry 2:
An isolated molecule of C12H12N2O3 in a non-equilibrium geometry. Source: OMol25; level of theory: ωB97M-V with the def2-TZVPD basis set.

The geometry in XYZ format:
```
29
Properties=species:S:1:pos:R:3:mulliken_charge:R:1
O -0.97932 -3.72414 1.78822 -0.511
O -1.20255 -1.85428 -1.42456 -0.759
O 0.91454 1.21957 2.27282 -0.759
C -0.40302 -3.16365 0.84267 -0.032
C -0.37325 -1.68635 0.72207 0.484
C 0.20617 -0.89785 1.73581 0.502
C -0.85098 0.73461 -2.07932 -0.842
C -0.71527 2.11415 -2.33296 -0.678
C 0.26903 2.35580 -0.12734 -0.754
C 0.01375 0.99752 0.18259 0.243
C -0.51218 0.19446 -0.80899 0.588
C -0.13598 2.93256 -1.34022 0.826
N 0.31165 0.49638 1.47907 0.715
N -0.79089 -1.13397 -0.52342 0.721
C 0.35904 -4.05181 -0.16691 -1.098
C 0.72091 -1.44505 3.03638 -1.460
C 0.07294 4.40087 -1.61932 -1.375
H -1.27731 0.15625 -2.92349 0.386
H -1.04841 2.51909 -3.26938 0.421
H 0.72079 3.02904 0.62806 0.420
H 1.09052 -4.65913 0.37377 0.345
H 0.91724 -3.48616 -0.92977 0.320
H -0.37201 -4.66812 -0.66915 0.283
H 1.73618 -1.07254 3.22553 0.348
H 0.79965 -2.52893 3.04149 0.377
H 0.11261 -1.09235 3.88079 0.282
H 1.08151 4.55534 -2.03692 0.285
H 0.00091 4.94350 -0.65068 0.341
H -0.66626 4.81520 -2.30686 0.379
```

Output
Highest occupied orbital energy, Eh: -0.28146
Molecular weight, g/mol: 232.24
LUMO level, eV: -1.10
Energy above the lowest of the compared OMol25 structures with the same formula, charge and spin, kcal per mole: 131.0
2S+1: 1